C6H60NO28S | wB97M-V/def2-TZVPD

Geometry as XYZ:
```
96
Properties=species:S:1:pos:R:3:forces:R:3:lowdin_charge:R:1
C 50.1330 46.6790 51.1130 1.093 -0.161 0.142 -0.064
O 50.0640 45.8500 49.8790 0.297 2.887 1.007 -0.187
C 49.4620 46.6670 48.8840 -0.679 0.246 -3.479 -0.160
C 48.9050 45.6680 47.7360 -0.446 11.800 1.295 -0.030
N 47.9870 46.3710 46.7820 2.762 2.762 2.691 0.131
H 47.7460 45.6380 46.2860 -1.698 -4.838 -4.136 0.013
H 47.0360 46.6590 47.0830 -0.497 1.128 0.854 0.102
C 48.5910 47.3940 45.8640 -2.056 0.532 -0.693 -0.085
C 49.6780 46.8820 45.0010 -3.752 -2.243 -3.591 -0.213
O 49.9380 47.8380 44.0120 2.017 1.252 0.774 -0.140
C 51.0640 47.4900 43.2270 -0.949 2.259 -0.656 -0.092
H 50.7770 46.0980 51.7900 -0.589 -0.087 0.024 0.067
H 49.1180 46.8960 51.6380 1.680 -0.232 -1.439 0.116
H 50.8100 47.6200 50.9540 -1.764 -1.219 -0.125 0.097
H 49.9600 47.6540 48.3040 0.183 -2.728 1.790 0.167
H 48.6320 47.1830 49.2960 -1.201 0.183 0.541 0.086
H 48.6710 44.8770 48.1500 -4.837 -7.177 4.510 0.032
H 49.6310 45.2490 47.2870 5.963 -1.715 -4.366 0.042
H 49.0070 48.1720 46.4530 0.018 0.866 0.658 0.092
H 47.8070 47.8260 45.1910 0.170 -0.498 1.051 0.144
H 49.3230 45.9850 44.3230 0.483 0.887 1.899 0.162
H 50.3410 46.5780 45.6990 3.767 -0.865 1.250 0.082
H 52.0930 47.6750 43.4850 0.222 -0.021 1.367 0.095
H 50.9770 47.9990 42.2930 -0.302 1.356 -0.650 0.081
H 50.9120 46.5690 42.8400 -0.011 -3.787 -0.390 0.028
S 44.6560 47.1190 46.0010 -4.018 2.566 -0.663 0.156
O 43.7010 46.2780 46.5710 -2.737 -3.644 2.247 -0.307
O 43.9660 48.3080 45.5390 0.194 1.844 -0.996 -0.335
O 45.6260 47.4920 46.9910 3.728 0.647 2.887 -0.384
O 45.2990 46.4630 44.9060 2.991 -2.675 -2.815 -0.356
O 46.9300 49.5920 48.0940 -1.183 -3.078 3.360 -0.065
H 47.1470 49.9830 47.3200 1.234 2.718 -3.852 -0.100
H 46.4080 48.8490 47.6860 -0.054 0.494 0.865 0.005
O 51.6030 44.0420 44.8110 2.941 0.961 -4.290 -0.151
H 52.4640 44.1220 45.2360 -0.156 -0.022 1.190 0.019
H 52.1100 44.2360 43.8130 -3.003 -0.675 2.885 0.114
O 52.2200 43.5670 50.5310 4.278 3.176 -1.646 -0.055
H 51.4160 43.3930 50.8890 -3.889 -0.685 1.662 -0.027
H 52.3930 44.5770 50.6670 -0.514 -2.658 -0.044 0.040
O 48.0160 42.3470 48.0920 1.036 0.577 -1.122 -0.047
H 48.9030 42.4530 47.6680 -0.511 0.258 0.277 0.034
H 48.0450 41.4280 48.3000 -0.287 -1.200 0.332 0.040
O 45.9620 45.8820 49.2570 0.147 0.413 3.798 -0.107
H 45.8240 46.2800 50.2410 0.605 -1.070 -3.770 0.072
H 45.5330 46.4530 48.6140 -0.436 0.496 -0.259 -0.010
O 52.7830 44.7330 42.3600 -0.574 -2.205 2.319 0.003
H 52.6430 45.1150 41.5390 -1.104 1.115 -2.963 -0.025
H 53.5480 45.1300 42.6870 2.080 0.969 0.918 0.037
O 49.3820 43.2020 42.6090 0.071 0.760 2.243 -0.085
H 49.2940 43.6860 43.4820 -0.484 0.352 -1.572 0.034
H 49.7910 42.4680 43.0720 0.426 -1.001 -0.688 0.022
O 45.7060 50.3690 45.5130 -2.999 1.071 3.929 -0.039
H 46.3040 50.3300 44.8580 2.773 -0.658 -3.682 -0.094
H 45.0470 49.6430 45.4770 -0.061 -0.277 -0.281 -0.005
O 47.3480 43.2790 50.5210 -0.394 1.452 1.244 -0.085
H 47.0830 44.2000 50.3050 0.016 -0.712 0.128 0.012
H 47.4450 42.9020 49.6590 0.272 -0.363 -1.025 -0.052
O 46.2460 47.0750 51.8140 5.510 -1.920 1.904 -0.053
H 45.3830 47.0960 52.0660 -4.103 0.283 1.194 -0.016
H 46.7100 46.5500 52.6090 -1.543 1.694 -2.800 0.140
O 52.8860 47.7980 49.1730 2.354 -0.122 1.229 -0.033
H 53.7710 48.1860 49.3680 -0.386 -0.852 -0.220 0.101
H 52.5210 48.5730 48.8110 -1.874 1.503 -1.249 0.019
O 46.5750 46.8040 42.7470 0.267 2.004 0.194 -0.046
H 46.6860 45.9480 42.4430 0.891 -2.589 -1.751 -0.018
H 46.0660 46.5480 43.5320 -0.724 1.135 1.055 -0.036
O 51.3930 50.2770 47.2240 6.574 -0.046 2.637 -0.008
H 50.5340 50.3750 47.1000 -6.830 0.406 -1.674 -0.094
H 51.4970 50.7640 48.0740 0.199 -0.420 -0.911 0.068
O 52.4570 45.3010 47.8980 -1.721 -1.623 2.388 -0.100
H 51.9230 44.7570 48.6100 1.432 0.835 -2.135 0.065
H 52.4510 46.1240 48.4010 0.260 0.441 -0.493 -0.032
O 50.7200 42.5440 46.8550 -1.235 -2.459 1.813 -0.026
H 50.8170 43.3170 46.3570 0.867 1.757 -1.382 -0.042
H 51.5470 42.2250 47.2250 0.050 0.506 -0.172 0.062
O 51.6170 45.3370 40.0390 0.511 -1.611 -0.683 -0.019
H 50.7860 45.6920 40.2430 -1.823 2.387 0.793 0.025
H 51.1960 44.4660 39.9460 1.177 -0.727 -0.254 0.079
O 48.6700 50.5750 46.0580 0.355 0.546 -5.021 -0.117
H 48.5800 50.2440 45.0240 -0.042 -0.502 3.838 0.097
H 48.6360 51.4860 45.6780 -0.066 -0.073 1.566 0.069
O 51.4730 48.7760 53.7600 0.199 0.487 0.416 -0.059
H 51.9840 48.8210 52.9410 -0.151 0.329 0.234 0.032
H 51.7040 49.5620 54.2990 -0.116 -0.662 -0.700 0.068
O 47.1650 44.3430 45.2530 -3.514 -1.428 0.060 -0.159
H 46.7670 43.3860 45.3830 1.154 3.059 -0.236 0.114
H 46.2960 44.9930 45.2200 1.897 -1.486 -0.212 0.098
O 53.3120 46.0600 51.2890 0.830 0.881 -1.317 -0.064
H 54.2090 45.8590 50.9740 -0.020 -0.705 0.614 0.103
H 53.1830 46.8340 50.7040 -1.009 -0.267 0.150 0.026
O 47.6540 49.8870 43.4800 -2.968 -0.452 1.820 0.016
H 47.5630 49.0680 43.0170 0.098 -1.151 -0.557 0.045
H 48.3880 50.3480 43.2340 3.078 1.509 -1.808 0.004
O 53.5670 46.6740 53.8680 0.796 -1.042 -4.082 -0.099
H 53.3300 46.7680 52.8420 1.285 -1.352 2.856 0.042
H 53.0010 47.3500 54.1100 -1.925 2.194 1.951 -0.075
```
Forces are in eV/Å.

Properties
Relative energy (zero: lowest compared OMol25 entry of this formula, charge and spin): 0.0 kJ/mol
E_HOMO: -4.748 eV
2S+1: 1
Total charge: -1
E_tot: -76846.0703 eV